Molecular formula: C26H26N2O3
Method: DFT, ωB97M-V/def2-TZVPD

## Properties
- Multiplicity: 1
- Total energy: -1341.606120 a.u.
- Structure (SMILES): CCOc1ccccc1N1CCN(C(=O)C2c3ccccc3Oc3ccccc32)CC1
- ΔE to the lowest compared entry with this formula, charge and spin: 30.3 kcal/mol
- Frontier orbital gap: 8.498 eV

Each line ends with the Löwdin charge.
Atoms and positions in Å:
C1 -1.03712 4.23074 1.85622  -0.06
C2 0.04608 4.78731 0.94425  -0.26
H1 -0.37708 5.54881 0.27399  0.13
H2 0.84226 5.24965 1.54438  0.13
O1 0.56293 3.70849 0.19439  -0.08
C3 1.54740 3.94149 -0.72893  -0.19
C4 2.12086 5.18800 -0.93988  -0.03
C5 3.15550 5.35441 -1.84584  -0.09
C6 3.62695 4.27066 -2.55999  -0.10
C7 3.04509 3.03065 -2.37754  -0.02
C8 2.00316 2.83462 -1.47532  -0.16
N1 1.45482 1.54899 -1.39035  -0.10
C9 2.30679 0.47260 -0.92589  -0.13
H3 3.33493 0.65928 -1.23456  0.12
C10 1.81384 -0.85206 -1.51054  -0.11
N2 0.42635 -1.05775 -1.13370  -0.04
C11 0.14905 -1.99908 -0.20158  -0.40
O2 1.00407 -2.76085 0.20769  0.09
C12 -1.30232 -2.14608 0.29640  -0.11
C13 -1.24567 -2.25261 1.79653  -0.11
C14 -1.07172 -1.12148 2.58015  -0.02
C15 -0.94169 -1.21971 3.95304  -0.09
C16 -0.97842 -2.46559 4.55805  -0.08
C17 -1.16189 -3.60108 3.79492  0.01
C18 -1.29659 -3.49920 2.41332  -0.18
O3 -1.50698 -4.66055 1.73159  0.08
C19 -1.85169 -4.59400 0.41539  -0.18
C20 -2.26533 -5.78208 -0.18059  0.01
C21 -2.65947 -5.79388 -1.50341  -0.08
C22 -2.65614 -4.62017 -2.23945  -0.09
C23 -2.24012 -3.44169 -1.64809  -0.02
C24 -1.83284 -3.41218 -0.32205  -0.10
H4 -2.22351 -2.52637 -2.22290  0.11
H5 -2.96860 -4.62426 -3.27258  0.10
H6 -2.97309 -6.72018 -1.96036  0.10
H7 -2.26512 -6.68192 0.41407  0.12
H8 -1.20033 -4.58064 4.24470  0.12
H9 -0.86733 -2.55221 5.62835  0.10
H10 -0.80386 -0.32963 4.54813  0.10
H11 -1.03340 -0.15268 2.10068  0.11
H12 -1.91983 -1.29255 0.01217  0.13
C25 -0.39932 0.02764 -1.60709  -0.12
H13 -1.45109 -0.12989 -1.37870  0.11
C26 0.08263 1.34945 -0.99170  -0.14
H14 -0.52429 2.17103 -1.37095  0.13
H15 -0.03216 1.29714 0.10221  0.12
H16 -0.28818 0.08269 -2.69616  0.13
H17 2.39779 -1.68666 -1.12174  0.12
H18 1.88133 -0.82802 -2.60241  0.13
H19 2.28117 0.40073 0.17491  0.14
H20 3.39088 2.18432 -2.95181  0.11
H21 4.43440 4.38940 -3.26618  0.10
H22 3.58926 6.33325 -1.98202  0.10
H23 1.77952 6.04354 -0.37865  0.10
H24 -1.82718 3.77719 1.26349  0.08
H25 -1.45846 5.02950 2.45969  0.08
H26 -0.61622 3.47349 2.51224  0.08


Molecular formula: C26H26N4O4S
Method: DFT, ωB97M-V/def2-TZVPD

## Properties
- Multiplicity: 1
- Total energy: -1924.545176 a.u.
- Structure (SMILES): Cc1c(NC(=O)c2ccc(N(Cc3ccccc3)S(C)(=O)=O)cc2)c(=O)n(-c2ccccc2)n1C
- ΔE to the lowest compared entry with this formula, charge and spin: 51.4 kcal/mol
- Frontier orbital gap: 8.300 eV

Each line ends with the Löwdin charge.
Atoms and positions in Å:
C1 -2.99186 -1.65741 -2.53404  0.01
C2 -3.21391 -0.83170 -1.32264  -0.20
C3 -3.72955 -1.19084 -0.10037  -0.14
N1 -3.95530 -2.50967 0.34669  0.16
C4 -2.95084 -3.28342 0.83801  -0.44
O1 -3.11803 -4.41348 1.23735  0.08
C5 -1.63733 -2.55530 0.76581  -0.14
C6 -1.36408 -1.54800 1.68461  0.00
C7 -0.29510 -0.69689 1.48969  0.01
C8 0.52988 -0.85111 0.37720  -0.27
C9 0.31393 -1.92162 -0.48347  -0.02
C10 -0.76781 -2.76259 -0.29401  -0.01
H1 -0.94993 -3.57075 -0.98622  0.13
H2 0.96407 -2.06642 -1.33077  0.10
N2 1.52388 0.08906 0.07501  -0.17
S1 1.68369 0.66687 -1.46583  0.62
O2 2.05394 2.04869 -1.38378  -0.28
O3 0.49420 0.34454 -2.20559  -0.30
C11 3.07842 -0.22496 -2.19877  -0.09
H3 3.97739 0.08105 -1.68052  0.05
H4 2.91659 -1.28903 -2.09613  0.06
H5 3.12255 0.05747 -3.24297  0.07
C12 2.41621 0.65067 1.06903  -0.13
C13 3.74358 -0.06290 1.04577  -0.22
C14 3.79654 -1.43192 1.28237  -0.03
C15 5.00306 -2.10606 1.22508  -0.07
C16 6.17002 -1.41835 0.93459  -0.09
C17 6.12536 -0.05468 0.69978  -0.08
C18 4.91658 0.61940 0.75070  -0.05
H6 4.87962 1.68261 0.56139  0.12
H7 7.03288 0.48559 0.47455  0.10
H8 7.11215 -1.94399 0.89355  0.10
H9 5.03393 -3.16908 1.41197  0.10
H10 2.88536 -1.96632 1.51033  0.12
H11 1.95791 0.56284 2.05607  0.13
H12 2.54595 1.70807 0.82963  0.11
H13 -0.13696 0.11986 2.17717  0.12
H14 -2.02202 -1.39549 2.52649  0.13
H15 -4.90321 -2.84302 0.46398  0.16
C19 -3.74228 -0.02194 0.74580  -0.40
O4 -4.09030 0.13522 1.90100  0.06
N3 -3.23073 1.00429 -0.07169  0.07
C20 -2.54624 2.11033 0.46184  -0.19
C21 -3.19160 2.90722 1.40158  0.00
C22 -2.51557 3.96932 1.97401  -0.07
C23 -1.20967 4.25163 1.60704  -0.09
C24 -0.56889 3.45245 0.67445  -0.07
C25 -1.22603 2.37613 0.10776  -0.03
H16 -0.70620 1.74428 -0.59501  0.08
H17 0.45090 3.65176 0.38052  0.10
H18 -0.69142 5.08828 2.05123  0.10
H19 -3.01546 4.58360 2.70787  0.10
H20 -4.20292 2.67238 1.68890  0.12
N4 -2.89005 0.47595 -1.30202  -0.06
C26 -2.57509 1.29770 -2.43753  0.00
H21 -1.55359 1.09889 -2.77183  0.07
H22 -2.65956 2.34426 -2.15331  0.10
H23 -3.27093 1.09497 -3.25465  0.10
H24 -1.96327 -1.54255 -2.87193  0.09
H25 -3.18827 -2.70056 -2.30439  0.09
H26 -3.65462 -1.34537 -3.34135  0.09


Molecular formula: C26H26N6NdS2Sb
Method: DFT, ωB97M-V/def2-TZVPD

## Properties
- Multiplicity: 4
- Total energy: -2932.533673 a.u.
- Net charge: +2
- <S²>: 3.753
- Frontier orbital gap (spin up / spin down): 6.610 / 6.637 eV

Each line ends with the Löwdin charge.
Atoms and positions in Å:
Nd1 -0.31931 0.16235 -0.14182  1.67
C1 1.90053 5.49476 -0.16774  -0.40
S1 2.24228 4.42776 1.26035  0.92
C2 1.34766 2.98694 0.91153  -1.10
S2 0.54291 2.78643 -0.60535  0.55
N1 1.32442 2.16696 1.94122  -0.11
N2 0.58057 1.05574 1.88693  -0.19
C3 0.36203 0.45407 3.02918  -0.05
C4 -0.61661 -0.60136 3.11814  -0.28
C5 -0.96958 -1.15176 4.36070  0.02
C6 -2.01403 -2.05167 4.43134  -0.01
C7 -2.68244 -2.40054 3.26096  -0.01
C8 -2.26134 -1.84380 2.06788  -0.12
N3 -1.26023 -0.96382 1.97205  -0.04
H1 2.28806 6.47721 0.08886  0.05
H2 0.82782 5.55029 -0.33358  0.02
H3 2.40126 5.10998 -1.05221  0.03
H4 0.82732 0.82748 3.93502  0.14
H5 -0.43810 -0.85642 5.25177  0.13
H6 -2.31307 -2.47126 5.37858  0.13
H7 -3.51557 -3.08286 3.28234  0.12
H8 -2.75644 -2.10326 1.13554  0.12
C9 2.92627 0.30136 -1.26137  -0.03
C10 2.05920 0.24936 -2.48604  -0.34
C11 2.59159 0.56133 -3.73380  0.02
C12 1.78240 0.49958 -4.85332  -0.01
C13 0.46577 0.09137 -4.69721  -0.10
C14 0.00293 -0.20630 -3.42631  -0.43
N4 0.77471 -0.11166 -2.33670  -0.12
Sb1 -2.01919 -1.09465 -3.31796  1.57
C15 -1.52154 -2.48761 -1.66970  -0.44
C16 -2.12322 -3.73591 -1.71962  -0.10
C17 -1.67790 -4.73655 -0.86655  -0.01
C18 -0.61324 -4.46326 -0.02385  0.01
C19 -0.05956 -3.18677 -0.02340  -0.33
C20 1.10564 -2.85634 0.85962  -0.01
N5 -0.52978 -2.20895 -0.81626  -0.10
C21 -2.98039 0.49929 -2.12460  -0.43
C22 -4.09243 1.09919 -2.69297  -0.10
C23 -4.76196 2.08179 -1.97898  0.00
C24 -4.28703 2.42734 -0.72575  0.02
C25 -3.16063 1.79126 -0.21899  -0.31
C26 -2.59934 2.17383 1.11909  -0.04
N6 -2.51594 0.83217 -0.91528  -0.11
H9 3.80985 -0.32134 -1.40457  0.11
H10 2.38695 -0.03516 -0.35224  0.03
H11 3.27460 1.32319 -1.10019  0.09
H12 3.62580 0.85162 -3.81623  0.13
H13 2.17294 0.73328 -5.83164  0.13
H14 -0.19417 0.00050 -5.54850  0.10
H15 -2.91564 -3.92366 -2.43001  0.10
H16 -2.12424 -5.71934 -0.88356  0.13
H17 -0.19598 -5.22813 0.61209  0.13
H18 1.73008 -3.73681 0.99446  0.10
H19 0.77695 -2.54910 1.85538  0.08
H20 1.71719 -2.05937 0.41720  0.06
H21 -4.42526 0.80097 -3.67699  0.10
H22 -5.63487 2.56933 -2.38305  0.13
H23 -4.76900 3.19550 -0.14284  0.13
H24 -3.28805 2.83896 1.63446  0.10
H25 -1.65609 2.72407 0.98787  0.04
H26 -2.43282 1.29461 1.75484  0.07


Molecular formula: C26H26NO3PReS2Si
Method: DFT, ωB97M-V/def2-TZVPD

## Properties
- Multiplicity: 2
- Total energy: -2791.795363 a.u.
- Net charge: +2
- <S²>: 0.765
- ΔE to the lowest compared entry with this formula, charge and spin: 3.7 kcal/mol
- Frontier orbital gap (spin up / spin down): 5.596 / 6.114 eV

Each line ends with the Löwdin charge.
Atoms and positions in Å:
Re1 0.06410 -0.06253 0.26981  1.28
O1 3.30882 0.47964 2.32236  -0.15
S1 2.28181 0.77228 1.40818  0.60
O2 0.87447 0.87237 1.96770  -0.42
O3 2.05255 -0.22184 0.29053  -0.40
C1 2.52246 2.33786 0.60971  -0.27
C2 3.79293 2.88131 0.59951  -0.01
C3 3.99123 4.10760 -0.02055  -0.01
C4 2.92619 4.76508 -0.61604  -0.01
C5 1.65176 4.21043 -0.60509  -0.05
C6 1.43212 2.98667 0.02066  -0.30
P1 -0.27191 2.33649 0.09774  1.01
C7 -1.04497 3.06158 1.56526  -0.36
C8 -1.74001 2.26657 2.47639  -0.12
C9 -2.29782 2.83464 3.60895  -0.04
C10 -2.15449 4.19569 3.84199  -0.03
C11 -1.45842 4.98818 2.94045  -0.04
C12 -0.90333 4.42912 1.80088  -0.07
C13 -1.10500 2.92637 -1.37954  -0.38
C14 -0.59020 2.54938 -2.62434  -0.09
C15 -1.18526 3.02015 -3.77967  -0.04
C16 -2.29522 3.85477 -3.69927  -0.03
C17 -2.81434 4.21736 -2.46358  -0.04
C18 -2.22443 3.75317 -1.29762  -0.07
H1 4.60888 2.35040 1.07345  0.14
H2 4.98003 4.54398 -0.04599  0.13
H3 3.08142 5.71946 -1.10111  0.13
H4 0.83093 4.72758 -1.08468  0.12
H5 -1.81820 1.19802 2.31908  0.08
H6 -2.83541 2.21312 4.31224  0.12
H7 -2.57711 4.63422 4.73574  0.12
H8 -1.34039 6.04701 3.12763  0.12
H9 -0.35962 5.05458 1.10430  0.11
H10 0.27326 1.89431 -2.67682  0.11
H11 -0.78476 2.73981 -4.74459  0.12
H12 -2.76060 4.22366 -4.60328  0.12
H13 -3.67670 4.86744 -2.40623  0.12
H14 -2.62297 4.04292 -0.33290  0.11
C19 -4.98181 -4.99536 -0.23074  -0.17
Si1 -3.20556 -4.36764 -0.39432  0.55
C20 -2.42755 -4.97448 -1.98373  -0.17
C21 -2.33658 -4.88535 1.20542  -0.16
C22 -3.25868 -2.44597 -0.25375  -0.20
C23 -4.43033 -1.73131 0.03948  0.00
C24 -4.40828 -0.36284 0.28472  0.00
C25 -3.19456 0.29052 0.33581  -0.09
N1 -2.05578 -0.37726 0.09669  -0.19
C26 -2.11476 -1.68360 -0.27488  -0.68
S2 -0.46488 -2.09063 -0.77793  0.75
H15 -4.96482 -6.08454 -0.28244  0.05
H16 -5.62124 -4.63117 -1.03790  0.04
H17 -5.41465 -4.71328 0.73004  0.04
H18 -2.54553 -6.05841 -2.03088  0.05
H19 -1.35920 -4.75880 -2.04975  0.02
H20 -2.91252 -4.55414 -2.86613  0.04
H21 -2.35563 -5.97190 1.29837  0.05
H22 -2.85256 -4.46627 2.07017  0.04
H23 -1.29157 -4.56478 1.23026  0.02
H24 -5.37884 -2.25518 0.04988  0.12
H25 -5.32033 0.18835 0.46301  0.13
H26 -3.11732 1.34488 0.56310  0.10


Molecular formula: C26H26O4
Method: DFT, ωB97M-V/def2-TZVPD

## Properties
- Multiplicity: 1
- Total energy: -1307.225781 a.u.
- ΔE to the lowest compared entry with this formula, charge and spin: 0.0 kcal/mol
- Frontier orbital gap: 7.595 eV

Each line ends with the Löwdin charge.
Atoms and positions in Å:
C1 -3.77241 -0.09817 3.11998  -0.07
C2 -2.36776 0.44248 2.96492  -0.21
O1 -1.37726 -0.60208 3.22926  -0.05
C3 -0.13135 -0.21521 2.78273  -0.47
C4 0.90254 -1.20004 3.15307  0.03
C5 2.24512 -0.73225 2.80118  -0.41
C6 3.38323 -1.72258 2.91800  0.00
O2 2.44622 0.40810 2.34131  0.07
O3 0.00404 0.78343 2.06428  0.08
H1 -4.44947 0.73483 3.37896  0.08
H2 -4.10296 -0.51729 2.16322  0.05
H3 -3.82557 -0.88517 3.88389  0.08
H4 -2.19660 0.81932 1.93582  0.12
H5 -2.17007 1.26789 3.67925  0.13
H6 0.72741 -1.68342 4.15708  0.15
H7 3.07046 -2.77290 2.80883  0.05
H8 4.09683 -1.48484 2.12327  0.09
H9 3.91182 -1.59635 3.86645  0.09
C7 3.97458 -7.12712 1.54866  -0.06
C8 3.07575 -5.91490 1.68062  -0.27
C9 2.55675 -5.55059 2.93249  -0.05
C10 1.55017 -4.59287 3.03872  -0.04
C11 1.08241 -3.87115 1.89780  -0.22
C12 0.01555 -2.92148 2.11139  -0.02
C13 -0.80034 -2.43753 1.01786  -0.22
C14 -0.19814 -1.71052 -0.03204  -0.01
C15 -0.96675 -0.98452 -0.93691  0.00
C16 -2.35431 -0.99415 -0.81581  -0.24
O4 -3.16968 -0.22586 -1.65385  0.00
C17 -3.42748 -0.73847 -2.92901  -0.24
C18 -4.76003 -0.69817 -3.35302  -0.01
C19 -5.10894 -1.37380 -4.52034  -0.08
C20 -4.11943 -1.98120 -5.30106  -0.10
C21 -2.78346 -1.97163 -4.88487  -0.08
C22 -2.42824 -1.35960 -3.67913  -0.01
C23 -2.97315 -1.77854 0.16071  0.00
C24 -2.20887 -2.56214 1.00973  0.00
C25 1.69669 -4.18275 0.64614  0.00
C26 2.67627 -5.18023 0.55675  -0.03
H10 4.70432 -7.00141 0.73948  0.08
H11 4.54635 -7.29005 2.46946  0.08
H12 3.42760 -8.06455 1.35628  0.09
H13 2.93762 -6.04387 3.83290  0.12
H14 1.09005 -4.39032 4.01831  0.12
H15 -0.52043 -3.04830 3.06728  0.13
H16 0.89059 -1.67626 -0.10684  0.12
H17 -0.51206 -0.35644 -1.70486  0.13
H18 -5.48439 -0.19495 -2.71456  0.12
H19 -6.16253 -1.43773 -4.79428  0.10
H20 -4.38213 -2.45127 -6.25036  0.10
H21 -1.99371 -2.44755 -5.46921  0.11
H22 -1.39552 -1.35737 -3.32057  0.10
H23 -4.05801 -1.75114 0.22600  0.12
H24 -2.70273 -3.23356 1.71194  0.13
H25 1.38799 -3.67230 -0.26989  0.10
H26 3.14281 -5.43126 -0.40689  0.12


Molecular formula: C26H27BCrFN8O2Si
Method: DFT, ωB97M-V/def2-TZVPD

## Properties
- Multiplicity: 1
- Total energy: -3054.405603 a.u.
- Net charge: -1
- ΔE to the lowest compared entry with this formula, charge and spin: 21.7 kcal/mol
- Frontier orbital gap (spin up / spin down): 6.750 / 6.749 eV

Each line ends with the Löwdin charge.
Atoms and positions in Å:
Cr1 0.44252 0.30119 -0.00636  0.71
C1 0.94615 3.30176 3.04506  -0.07
C2 0.65041 1.95848 2.78105  -0.13
N1 1.32585 1.53634 1.72055  0.00
N2 2.05118 2.57858 1.27620  -0.04
C3 1.84291 3.65324 2.05516  -0.09
B1 2.92792 2.45279 0.00343  -0.51
N3 3.51820 1.04610 0.01109  -0.03
C4 4.81174 0.67782 0.01018  -0.09
C5 4.85674 -0.69928 0.01927  -0.06
C6 3.50897 -1.08696 0.02377  -0.11
N4 2.71560 -0.02434 0.01709  0.02
N5 2.06850 2.57384 -1.28036  -0.04
C7 1.86343 3.64543 -2.06354  -0.09
C8 0.97461 3.29025 -3.05913  -0.07
C9 0.67953 1.94660 -2.79262  -0.13
N6 1.34886 1.52874 -1.72688  0.00
H1 0.56261 3.91553 3.84239  0.08
H2 -0.00129 1.27652 3.30402  0.11
H3 2.33904 4.58883 1.85368  0.11
H4 3.78948 3.28957 0.00911  0.12
H5 5.60359 1.40827 0.00561  0.11
H6 5.72709 -1.33293 0.02231  0.08
H7 3.11099 -2.08690 0.03069  0.10
H8 2.35531 4.58361 -1.86316  0.11
H9 0.59277 3.89838 -3.86139  0.08
H10 0.03359 1.26259 -3.31988  0.11
C10 -3.94947 -0.84144 -1.64235  -0.18
Si1 -2.83241 -0.98488 -0.09633  0.45
C11 -3.86915 -1.05938 1.50442  -0.17
C12 -2.36899 -2.80867 -0.25641  -0.17
N7 -1.71651 0.35400 -0.03700  -0.12
C13 -2.32844 1.58061 0.00085  -0.31
C14 -3.72155 1.85722 0.03400  -0.08
C15 -4.23403 3.14307 0.05774  -0.12
C16 -3.41076 4.25998 0.05137  -0.13
C17 -2.03846 4.04780 0.02690  -0.03
C18 -1.57031 2.76046 0.00747  -0.21
F1 -0.22507 2.59236 -0.00818  0.01
H11 -4.70106 -1.63658 -1.61988  0.02
H12 -3.32817 -0.99925 -2.52840  0.03
H13 -4.47045 0.10706 -1.76927  0.01
H14 -4.59620 -1.87417 1.43287  0.02
H15 -4.41140 -0.14578 1.74813  0.01
H16 -3.20223 -1.28327 2.34146  0.03
H17 -3.30706 -3.36163 -0.35028  0.03
H18 -1.84775 -3.20055 0.61503  0.03
H19 -1.78105 -3.02546 -1.14727  0.03
H20 -4.42088 1.03628 0.04277  0.06
H21 -5.31030 3.27472 0.08314  0.09
H22 -3.81655 5.26257 0.06801  0.09
H23 -1.32506 4.86230 0.02360  0.11
O1 0.79525 -1.94464 -2.21028  0.07
C19 0.84106 -2.36941 -1.06821  -0.48
N8 0.58749 -1.60529 0.04335  -0.03
C20 0.72858 -2.35328 1.18401  -0.47
O2 0.58119 -1.91120 2.31094  0.07
C21 1.11668 -3.73780 0.78232  -0.10
C22 1.30622 -4.89520 1.50721  -0.01
C23 1.57338 -6.07260 0.81681  -0.09
C24 1.65099 -6.07940 -0.57212  -0.09
C25 1.45897 -4.90991 -1.30039  -0.01
C26 1.18888 -3.74647 -0.61151  -0.10
H24 1.23454 -4.87254 2.58788  0.12
H25 1.71359 -6.99777 1.36191  0.10
H26 1.85395 -7.00913 -1.08923  0.10
H27 1.50625 -4.89680 -2.38247  0.12